C5H13NO2 | the ωB97M-V functional and the def2-TZVPD basis

Structure (SMILES): CCC(=O)N(C)C.O
HOMO, eV: -9.49
Net charge: 0
E_tot, eV: -10981.055
Energy relative to the best compared isomer or geometry (same formula, charge and spin), kJ/mol: 79.53
Kohn-Sham gap, eV: 10.2

Each atom is followed by the atoms it is bonded to, with distances in Å.
Atoms and positions in Å:
1 H 0.7388 2.3733 1.5082  C10 1.092
2 O -2.8003 -1.2036 2.6366  H6 0.968, H9 0.959
3 H -1.1596 -1.5281 -1.3137  C8 1.095
4 C 1.1023 1.1941 -1.5811  N7 1.445, H11 1.070, H15 1.104, H21 1.092
5 H -0.6151 2.6471 0.5475  C10 1.081
6 H -2.0386 -0.6065 2.6716  O2 0.968
7 N 0.7117 1.1715 -0.1902  C4 1.445, C10 1.437, C16 1.359
8 C -0.4308 -2.0993 -0.7295  H3 1.095, H13 1.070, C14 1.530, H20 1.086
9 H -2.7384 -1.5187 1.7333  O2 0.959
10 C 0.4386 2.4236 0.4593  H1 1.092, H5 1.081, N7 1.437, H19 1.082
11 H 0.8397 0.3118 -2.1271  C4 1.070
12 H 1.0655 -1.8089 0.7567  C14 1.096
13 H -0.9880 -2.5612 0.0586  C8 1.070
14 C 0.7470 -1.3044 -0.1625  C8 1.530, H12 1.096, C16 1.509, H17 1.088
15 H 2.1889 1.3233 -1.7260  C4 1.104
16 C 0.2921 0.0208 0.3989  N7 1.359, C14 1.509, O18 1.223
17 H 1.6042 -1.2914 -0.8328  C14 1.088
18 O -0.4023 0.0538 1.4052  C16 1.223
19 H 0.9188 3.2674 -0.0194  C10 1.082
20 H -0.1285 -2.9068 -1.3904  C8 1.086
21 H 0.6543 2.0423 -2.1030  C4 1.092